# 1
This record from the OMol25 dataset describes 2 unconnected molecules or ions with the total composition C5H11NO in a non-equilibrium geometry. The level of theory is ωB97M-V/def2-TZVPD.

Geometry (Å):
1 C -0.235 -1.611 -0.270
2 O -1.297 -0.841 -0.653
3 C -0.544 -2.368 1.022
4 H 0.730 -1.014 -0.115
5 H 0.044 -2.338 -1.030
6 H 0.246 -3.084 1.294
7 H -1.439 -2.979 0.870
8 H -0.726 -1.719 1.882
9 C -0.433 1.827 -0.382
10 C -1.218 1.031 0.385
11 C 1.919 2.127 -0.927
12 N 0.934 1.555 -0.325
13 H -0.742 2.499 -1.169
14 H -0.737 0.447 1.161
15 H -2.297 1.030 0.323
16 H 2.903 1.719 -0.738
17 H 1.721 2.937 -1.620
18 H 1.172 0.782 0.292

## Properties
**LUMO level**: -0.5 eV
**Multiplicity**: 1
**Net charge**: 0
**Gap between HOMO and LUMO**: 0.2448 Eh

=====

# 2
This record from the OMol25 dataset describes a molecular structure, C46H46BaClN7O5S2. The level of theory is ωB97M-V/def2-TZVPD.

Geometry (Å):
1 Ba 0.108 0.005 0.217
2 C 0.430 0.986 3.501
3 C 0.685 2.488 3.546
4 C 0.621 3.325 2.293
5 C 0.695 4.709 2.438
6 C 0.651 5.515 1.319
7 C 0.532 4.914 0.073
8 C 0.453 3.539 0.023
9 N 0.499 2.745 1.102
10 N 1.429 0.102 2.859
11 C 1.189 -1.244 3.402
12 C 1.870 -2.430 2.744
13 C 1.142 -3.601 2.563
14 C 1.794 -4.733 2.104
15 C 3.146 -4.657 1.814
16 C 3.784 -3.442 1.999
17 N 3.173 -2.358 2.468
18 C 2.809 0.554 3.054
19 C 3.279 1.474 1.956
20 C 4.011 2.620 2.239
21 C 4.466 3.408 1.194
22 C 4.189 3.019 -0.106
23 C 3.458 1.857 -0.295
24 N 3.004 1.104 0.702
25 H -0.546 0.778 3.049
26 H 0.329 0.692 4.558
27 H 1.639 2.691 4.039
28 H -0.068 2.892 4.230
29 H 0.766 5.142 3.428
30 H 0.696 6.592 1.416
31 H 0.483 5.495 -0.837
32 H 0.320 3.033 -0.927
33 H 0.112 -1.419 3.341
34 H 1.437 -1.273 4.477
35 H 0.080 -3.618 2.765
36 H 1.248 -5.656 1.958
37 H 3.693 -5.513 1.443
38 H 4.840 -3.331 1.774
39 H 3.447 -0.327 3.019
40 H 2.951 1.025 4.035
41 H 4.208 2.897 3.267
42 H 5.024 4.314 1.393
43 H 4.521 3.603 -0.953
44 H 3.212 1.518 -1.297
45 O 1.765 -2.373 -0.845
46 S 2.557 -3.523 -1.359
47 C 2.623 -3.483 -3.194
48 C 1.375 -3.817 -4.003
49 C 0.239 -2.805 -3.866
50 C 0.509 -1.501 -4.613
51 S -0.161 -0.073 -3.712
52 O 0.321 -0.348 -2.319
53 C -1.889 -0.506 -3.789
54 C -2.498 -1.197 -2.755
55 C -3.847 -1.511 -2.854
56 C -4.562 -1.127 -3.981
57 C -3.944 -0.424 -5.006
58 C -2.599 -0.102 -4.910
59 C 1.525 -4.973 -1.194
60 C 2.088 -6.233 -1.339
61 C 1.282 -7.350 -1.180
62 C -0.064 -7.198 -0.867
63 C -0.611 -5.931 -0.708
64 C 0.190 -4.807 -0.870
65 H 3.428 -4.190 -3.414
66 H 3.010 -2.482 -3.403
67 H 1.012 -4.801 -3.705
68 H 1.674 -3.907 -5.053
69 H 0.106 -2.582 -2.807
70 H -0.692 -3.241 -4.227
71 H 0.108 -1.483 -5.627
72 H 1.577 -1.271 -4.664
73 H -1.929 -1.481 -1.879
74 H -4.338 -2.057 -2.059
75 H -5.614 -1.371 -4.052
76 H -4.511 -0.113 -5.873
77 H -2.110 0.472 -5.689
78 H 3.144 -6.344 -1.562
79 H 1.705 -8.340 -1.290
80 H -0.688 -8.073 -0.738
81 H -1.653 -5.804 -0.444
82 H -0.204 -3.809 -0.714
83 C -2.724 6.857 -0.260
84 C -2.683 6.027 0.990
85 C -2.428 6.590 2.228
86 C -2.390 5.800 3.367
87 Cl -2.018 6.529 4.908
88 C -2.615 4.442 3.288
89 C -2.865 3.856 2.053
90 C -2.901 4.644 0.909
91 O -3.136 4.171 -0.344
92 C -3.588 2.824 -0.499
93 C -2.433 1.813 -0.439
94 O -2.311 1.132 0.617
95 O -1.674 1.743 -1.434
96 H -2.502 7.901 -0.040
97 H -3.705 6.798 -0.733
98 H -2.004 6.488 -0.993
99 H -2.254 7.656 2.307
100 H -2.591 3.833 4.183
101 H -2.996 2.784 1.980
102 H -4.029 2.788 -1.492
103 H -4.340 2.590 0.257
104 N -1.300 -2.247 1.066
105 C -2.176 -2.998 0.862
106 N -3.030 -3.936 0.672
107 C -4.202 -3.729 0.114
108 N -5.242 -3.635 -0.393

## Properties
**LUMO level**: 0.1 eV
**Multiplicity**: 1
**Net charge**: 0
**Gap between HOMO and LUMO**: 0.2963 Eh

=====

# 3
This record from the OMol25 dataset describes C4H7OP in the gas phase in a non-equilibrium geometry. The level of theory is ωB97M-V/def2-TZVPD.

Geometry (Å):
1 C -0.851 -0.656 -0.308
2 O 0.241 -0.703 -1.201
3 C 0.583 0.608 -1.558
4 P 0.679 1.620 0.330
5 C 0.759 0.147 1.494
6 C -0.568 0.458 0.853
7 H -0.897 -1.832 -0.082
8 H -1.770 -0.271 -0.891
9 H 1.403 0.619 -2.265
10 H -0.333 1.192 -1.921
11 H 0.859 0.367 2.537
12 H 1.114 -0.866 1.266
13 H -1.474 0.839 1.351

## Properties
**SMILES**: C1OCP2C[C@H]12
**LUMO level**: 1.0 eV
**Multiplicity**: 1
**Net charge**: 0
**Gap between HOMO and LUMO**: 0.3653 Eh

=====

# 4
This record from the OMol25 dataset describes a molecular structure, C34H41N2O2TeTi in a non-equilibrium geometry. The level of theory is ωB97M-V/def2-TZVPD.

Geometry (Å):
1 Ti 1.217 0.737 1.194
2 O 3.488 0.611 0.400
3 C 4.461 1.655 0.413
4 C 4.690 2.232 1.811
5 C 3.377 2.587 2.539
6 C 2.452 3.410 1.684
7 C 2.327 4.785 1.862
8 C 1.520 5.516 1.006
9 C 0.878 4.852 -0.029
10 C 1.024 3.480 -0.126
11 N 1.777 2.770 0.717
12 H 3.882 -0.167 0.833
13 H 4.087 2.430 -0.262
14 H 5.410 1.282 0.006
15 H 5.312 3.122 1.705
16 H 5.234 1.509 2.423
17 H 3.623 3.146 3.442
18 H 2.848 1.659 2.832
19 H 2.850 5.272 2.670
20 H 1.402 6.580 1.137
21 H 0.268 5.383 -0.742
22 H 0.529 2.932 -0.931
23 C -0.649 0.807 4.797
24 C -0.531 0.723 3.291
25 O -1.389 0.096 2.619
26 N 0.499 1.277 2.708
27 Te -1.288 0.615 0.003
28 C -2.065 1.023 -2.027
29 C -1.523 0.552 -3.221
30 C -0.132 0.008 -3.295
31 C -2.281 0.565 -4.386
32 C -3.576 1.050 -4.402
33 C -4.416 0.995 -5.638
34 C -4.075 1.604 -3.228
35 C -3.342 1.605 -2.052
36 C -3.941 2.239 -0.830
37 C -1.055 -1.478 -0.356
38 C 0.288 -2.064 -0.009
39 C 1.460 -1.571 -0.858
40 C 0.338 -3.617 0.117
41 C -0.892 -4.357 -0.295
42 C -0.815 -5.847 -0.278
43 C -2.000 -3.695 -0.637
44 C -2.133 -2.250 -0.563
45 C -3.516 -1.697 -0.683
46 H -1.683 0.693 5.106
47 H -0.242 1.751 5.151
48 H -0.061 -0.007 5.219
49 H 0.528 0.548 -2.612
50 H 0.265 0.097 -4.303
51 H -0.147 -1.048 -3.031
52 H -1.850 0.163 -5.293
53 H -3.878 0.521 -6.453
54 H -4.708 1.997 -5.945
55 H -5.327 0.430 -5.450
56 H -5.072 2.021 -3.229
57 H -4.873 2.739 -1.078
58 H -3.257 2.975 -0.403
59 H -4.147 1.490 -0.064
60 H 1.518 -0.468 -0.901
61 H 1.364 -1.950 -1.875
62 H 2.394 -1.956 -0.442
63 H 1.203 -4.044 -0.400
64 H 0.007 -6.211 -0.891
65 H -1.742 -6.279 -0.641
66 H -0.650 -6.197 0.740
67 H -2.875 -4.247 -0.943
68 H -4.251 -2.450 -0.403
69 H -3.724 -1.372 -1.703
70 H -3.617 -0.835 -0.015
71 C 1.890 -3.997 2.169
72 C 2.866 -3.178 2.561
73 C 2.780 -1.724 2.436
74 C 1.712 -1.108 1.911
75 C 0.524 -1.945 1.521
76 C 0.594 -3.487 1.644
77 H 1.999 -5.070 2.243
78 H 3.782 -3.578 2.966
79 H 3.649 -1.169 2.794
80 H -0.371 -1.563 2.028
81 H -0.226 -3.909 2.228

## Properties
**LUMO level**: -3.2 eV
**Multiplicity**: 1
**Net charge**: +1
**Gap between HOMO and LUMO**: 0.2569 Eh

=====

# 5
This record from the OMol25 dataset describes 2 unconnected molecules or ions with the total composition CH4BrN2 in a non-equilibrium geometry. The level of theory is ωB97M-V/def2-TZVPD.

Geometry (Å):
1 C -0.204 0.721 -0.294
2 N 0.893 0.067 1.320
3 N -0.861 -0.069 -0.948
4 Br 0.598 -1.675 1.753
5 H 0.295 1.673 -0.313
6 H 1.751 0.194 0.925
7 H -1.391 0.073 -1.879
8 H -1.082 -0.984 -0.564

## Properties
**LUMO level (alpha / beta)**: -5.8 / -5.8 eV
**Multiplicity**: 1
**Net charge**: +1
**Gap between HOMO and LUMO (alpha / beta)**: 0.3101 / 0.3102 Eh

=====

# 6
This record from the OMol25 dataset describes a molecular structure, C2H7N3P3 in a non-equilibrium geometry. The level of theory is ωB97M-V/def2-TZVPD.

Geometry (Å):
1 C 1.850 0.340 1.051
2 C 3.061 -0.147 1.520
3 N -3.172 -0.316 0.702
4 N 0.851 0.581 0.534
5 N -2.060 -2.572 0.626
6 P -1.982 -1.162 0.021
7 P -3.191 1.294 0.549
8 P -0.471 1.414 0.140
9 H 4.020 0.389 1.174
10 H 3.239 -1.166 1.286
11 H 2.912 -0.287 2.585
12 H -1.393 -3.396 0.304
13 H -2.970 1.798 1.832
14 H -4.561 1.483 0.419
15 H -0.273 1.107 -1.263

## Properties
**LUMO level (alpha / beta)**: -6.3 / -6.1 eV
**Multiplicity**: 1
**Net charge**: +1
**Gap between HOMO and LUMO (alpha / beta)**: 0.2306 / 0.2297 Eh

=====

# 7
This record from the OMol25 dataset describes a molecular structure, C10H16B2Br2F3OPb in a non-equilibrium geometry. The level of theory is ωB97M-V/def2-TZVPD.

Geometry (Å):
1 C 2.693 -1.154 1.931
2 C 1.669 -0.582 1.567
3 C 0.376 0.175 1.322
4 B 0.363 0.507 -0.284
5 C 1.230 1.912 -0.481
6 C 0.506 3.179 0.087
7 C -1.101 0.704 -1.003
8 C -2.172 -0.455 -0.931
9 C -3.077 -0.546 0.317
10 F -4.402 -0.534 -0.118
11 Br -3.011 1.042 1.513
12 C -2.961 -1.838 1.235
13 F -2.843 -1.501 2.549
14 F -4.106 -2.547 1.189
15 Br -1.517 -3.080 0.837
16 B 1.360 -0.709 -0.973
17 C 2.830 -0.391 -1.575
18 O 0.996 -2.141 -1.011
19 H 3.609 -1.421 2.467
20 H -0.455 -0.465 1.688
21 H 0.413 1.050 2.023
22 H 1.452 2.125 -1.550
23 H 2.167 1.794 0.127
24 H -0.007 3.033 1.062
25 H 1.189 4.052 0.190
26 H -0.277 3.511 -0.635
27 H -0.867 0.779 -2.100
28 H -1.579 1.687 -0.783
29 H -1.656 -1.394 -1.229
30 H -2.849 -0.253 -1.796
31 H 3.396 0.045 -0.714
32 H 2.813 0.366 -2.380
33 H 3.356 -1.335 -1.839
34 H 0.945 -2.372 -1.959
35 Pb 1.519 -3.243 1.260

## Properties
**LUMO level**: -6.3 eV
**Multiplicity**: 1
**Net charge**: +1
**Gap between HOMO and LUMO**: 0.1842 Eh

=====

| no. | E (eV) |
| --- | --- |
| 1 | -8896.611 |
| 2 | -104006.849 |
| 3 | -15595.208 |
| 4 | -73399.508 |
| 5 | -74112.747 |
| 6 | -34512.432 |
| 7 | -167503.889 |